The following is a quantum chemistry calculation of 2 unconnected molecules or ions with the total composition C3H13N2O in a non-equilibrium geometry, from the OMol25 dataset.

Results
- <S²> = 0.751
- relative energy (zero: lowest compared OMol25 entry of this formula, charge and spin) (kJ/mol) = 159.4
- spin multiplicity = 2
- E_LUMO (spin up / spin down) (eV) = 0.7 / 0.5
- gap between HOMO and LUMO (spin up / spin down) (eV) = 3.35 / 10.54

```
19
Properties=species:S:1:pos:R:3:mulliken_charge:R:1
C -1.21830 -0.23009 -1.32407 -0.35
N -1.28080 1.11809 -1.97886 -1.30
C -0.01997 -0.40418 -0.41477 -0.98
N 0.41264 1.00048 0.12936 -0.28
C 0.33076 1.41496 1.59776 -1.59
H -1.36452 -1.05341 -2.06896 0.38
H -2.21093 -0.18922 -0.75036 0.43
H -0.91692 1.16285 -2.99901 0.40
H -2.22350 1.57176 -2.05850 0.38
H 0.83244 -1.00774 -0.91250 0.35
H -0.24585 -0.89690 0.54511 -0.09
H 1.32404 1.30065 -0.26875 0.84
H -0.28689 1.57107 -0.50302 0.45
H 1.35924 1.35790 2.00842 0.46
H -0.29202 0.76946 2.17364 0.35
H -0.06386 2.48010 1.55670 0.50
H 0.75813 -2.95947 1.80097 0.30
H 1.92133 -2.71357 2.53210 0.32
O 1.61643 -2.61345 1.59213 -0.59
```

***

The following is a quantum chemistry calculation of 2 unconnected molecules or ions with the total composition C3H13N2O in a non-equilibrium geometry, from the OMol25 dataset.

Results
- relative energy (zero: lowest compared OMol25 entry of this formula, charge and spin) (kJ/mol) = 169.5
- total charge = +1
- E_LUMO (eV) = -3.2
- gap between HOMO and LUMO (eV) = 9.85

```
19
Properties=species:S:1:pos:R:3:mulliken_charge:R:1
N -1.33300 -0.95293 0.00078 -0.37
C 0.02938 -1.49664 0.45639 -0.54
C 1.19898 -0.88863 -0.40324 -0.70
N 1.02192 0.56033 -0.52966 -0.37
C 1.70358 1.36684 0.55141 -0.83
H -1.33206 0.15279 -0.02190 0.50
H -1.64695 -1.28078 -0.97323 0.35
H -1.99783 -1.19232 0.67267 0.35
H 0.12937 -1.23289 1.49471 0.34
H 0.14947 -2.62799 0.23186 0.33
H 2.10682 -1.02845 0.15141 0.40
H 1.26395 -1.41096 -1.38626 0.44
H 1.48312 0.82161 -1.40628 0.27
H 1.99565 0.77744 1.38000 0.33
H 0.86589 2.09725 0.89986 0.23
H 2.57920 1.94927 0.22178 0.31
H -3.17871 1.33267 0.23472 0.28
H -2.52780 1.75531 -1.21813 0.31
O -2.51099 1.29808 -0.35690 -0.61
```

***

The following is a quantum chemistry calculation of 2 unconnected molecules or ions with the total composition C3H13N2O in a non-equilibrium geometry, from the OMol25 dataset.

Results
- relative energy (zero: lowest compared OMol25 entry of this formula, charge and spin) (kJ/mol) = 142.6
- total charge = +1
- E_LUMO (eV) = -3.2
- gap between HOMO and LUMO (eV) = 9.89

```
19
Properties=species:S:1:pos:R:3:mulliken_charge:R:1
N 1.06474 -0.34604 0.51102 -0.30
C -0.16913 0.55646 0.60988 0.21
C -1.35036 -0.33334 0.90688 -1.36
C -0.37161 1.33488 -0.72781 -0.79
N -1.29720 2.43721 -0.51874 -0.56
H 1.81042 0.29227 0.27137 0.35
H 0.89922 -1.22813 -0.04058 0.34
H 1.24148 -0.79574 1.49190 0.43
H 0.06832 1.31218 1.36142 0.27
H -1.74095 -1.15642 0.28234 0.38
H -2.28701 0.30864 0.83872 0.38
H -1.20188 -0.87357 1.87695 0.38
H 0.52360 1.81476 -1.10109 0.45
H -0.71058 0.53208 -1.35018 0.37
H -1.04217 3.44384 -0.75877 0.25
H -2.21478 2.25879 -1.07775 0.25
H 1.18320 -3.26565 -1.24915 0.31
H 2.54891 -3.40620 -0.63794 0.31
O 1.73700 -2.90288 -0.57336 -0.65
```

***

The following is a quantum chemistry calculation of 2 unconnected molecules or ions with the total composition C3H13N2O in a non-equilibrium geometry, from the OMol25 dataset.

Results
- relative energy (zero: lowest compared OMol25 entry of this formula, charge and spin) (kJ/mol) = 223.1
- total charge = +1
- E_LUMO (eV) = -3.2
- gap between HOMO and LUMO (eV) = 11.19

```
19
Properties=species:S:1:pos:R:3:mulliken_charge:R:1
N -0.02680 0.72407 0.66514 -0.40
C 0.22307 -0.25935 -0.46980 0.09
C 0.81859 0.53399 -1.75964 -1.23
C -1.16805 -0.93820 -0.70800 -0.55
N -1.96831 0.22338 -0.99046 -0.53
H 0.77767 1.44290 0.62359 0.36
H -0.04270 0.23600 1.61811 0.33
H -0.82409 1.45176 0.22136 0.46
H 0.97768 -1.04498 -0.22179 0.28
H 0.41434 1.59379 -1.72485 0.34
H 0.61229 -0.09766 -2.60800 0.34
H 1.82655 0.91706 -1.60222 0.41
H -0.99272 -1.64232 -1.69333 0.32
H -1.59506 -1.61166 0.16043 0.30
H -2.29045 0.07170 -1.96742 0.25
H -2.87776 0.32663 -0.60800 0.21
H 2.13260 -0.81316 3.51318 0.31
H 2.44293 -0.28832 2.10923 0.31
O 1.77035 -0.39906 2.76020 -0.60
```

***

The following is a quantum chemistry calculation of 2 unconnected molecules or ions with the total composition C3H13N2OS in a non-equilibrium geometry, from the OMol25 dataset.

Results
- relative energy (zero: lowest compared OMol25 entry of this formula, charge and spin) (kJ/mol) = 227.2
- total charge = +1
- E_LUMO (eV) = -3.2
- gap between HOMO and LUMO (eV) = 9.78

```
20
Properties=species:S:1:pos:R:3:mulliken_charge:R:1
N 0.85995 -0.54740 -0.50991 -0.42
C -0.41595 0.13290 0.07619 0.00
C -1.38325 -0.93550 0.55139 -0.54
S -1.38198 -2.35143 -0.54571 -0.23
C -0.09733 1.18310 1.16698 -0.63
N 0.69250 0.48550 2.19033 -0.43
H 0.70231 -0.78863 -1.62581 0.44
H 1.55220 0.18543 -0.51280 0.33
H 1.22259 -1.43661 -0.15211 0.34
H -0.76453 0.96042 -0.90053 0.20
H -1.06903 -1.11708 1.58142 0.33
H -2.41413 -0.54685 0.48192 0.36
H -2.29744 -3.02972 0.10001 0.18
H -0.90717 1.69598 1.65634 0.37
H 0.46195 2.12995 0.77473 0.31
H 0.48309 -0.44167 2.37531 0.15
H 0.90089 1.03777 2.95017 0.21
H 0.64611 1.50482 -3.54162 0.35
H 2.07718 1.12948 -3.12246 0.35
O 1.13203 0.74953 -2.99384 -0.68
```

***

The following is a quantum chemistry calculation of 2 unconnected molecules or ions with the total composition C3H13N2OS2, from the OMol25 dataset.

Results
- relative energy (zero: lowest compared OMol25 entry of this formula, charge and spin) (kJ/mol) = 46.2
- total charge = +1
- E_LUMO (eV) = -2.9
- gap between HOMO and LUMO (eV) = 10.07

```
21
Properties=species:S:1:pos:R:3:mulliken_charge:R:1
S 0.01200 -3.77194 -1.02698 -0.20
S -0.32658 -2.18852 -2.25185 -0.04
C 0.73833 -0.86396 -1.61306 -0.91
C -0.04336 0.11521 -0.75420 0.16
C 0.84632 1.14890 -0.10179 -0.89
N 0.13927 2.27473 0.47162 -0.56
N -0.74447 -0.61228 0.37380 -0.12
H 0.98058 -4.40891 -1.71037 0.20
H 1.03020 -0.28221 -2.48545 0.40
H 1.65378 -1.20194 -1.13011 0.47
H -0.82847 0.58313 -1.34182 0.23
H 1.65542 1.53366 -0.70974 0.51
H 1.40301 0.62776 0.68866 0.36
H -0.76430 2.10460 0.87456 0.26
H 0.01152 3.07636 -0.13969 0.25
H -0.99746 0.04127 1.13007 0.19
H -0.11272 -1.30392 0.79441 0.39
H -1.56011 -1.08075 -0.01274 0.38
H -1.69714 1.20926 3.41180 0.30
H -0.32808 1.80600 2.84618 0.32
O -1.06772 1.19356 2.68670 -0.68
```

***

The following is a quantum chemistry calculation of 2 unconnected molecules or ions with the total composition C3H13N2OS2 in a non-equilibrium geometry, from the OMol25 dataset.

Results
- relative energy (zero: lowest compared OMol25 entry of this formula, charge and spin) (kJ/mol) = 133.4
- total charge = +1
- E_LUMO (eV) = -2.9
- gap between HOMO and LUMO (eV) = 9.74

```
21
Properties=species:S:1:pos:R:3:mulliken_charge:R:1
S 1.34069 1.55556 1.92135 -0.21
S 1.29927 1.24883 -0.06137 0.00
C -0.42547 1.09996 -0.54178 -0.98
C -0.62534 -0.27895 -1.01743 0.10
C -1.49045 -0.35910 -2.26207 -0.91
N -1.67174 -1.82486 -2.42858 -0.52
N -1.27814 -1.13123 0.05206 -0.37
H 1.35307 2.83331 2.24197 0.17
H -0.79492 1.81966 -1.22853 0.44
H -0.94782 1.22697 0.34848 0.51
H 0.32135 -0.93792 -1.25040 0.32
H -1.00449 0.06098 -3.07788 0.41
H -2.45502 0.16707 -2.06507 0.43
H -0.95648 -2.29148 -2.95833 0.20
H -2.61013 -2.15803 -2.68970 0.21
H -0.81414 -1.07393 1.03544 0.35
H -1.23701 -2.12938 -0.32002 0.49
H -2.28470 -0.93318 0.37077 0.38
H 1.37803 -2.33693 1.67142 0.31
H 0.29520 -2.53062 2.75375 0.29
O 0.42679 -2.33319 1.87147 -0.60
```

***

The following is a quantum chemistry calculation of 2 unconnected molecules or ions with the total composition C3H13N2PS in a non-equilibrium geometry, from the OMol25 dataset.

Results
- relative energy (zero: lowest compared OMol25 entry of this formula, charge and spin) (kJ/mol) = 361.9
- total charge = +2
- E_LUMO (eV) = -9.4
- gap between HOMO and LUMO (eV) = 3.74

```
20
Properties=species:S:1:pos:R:3:mulliken_charge:R:1
C -1.61606 0.03895 -0.26902 -0.76
C 0.37139 1.48411 -1.42633 -0.97
C 0.54671 -2.23733 3.17375 -0.13
N -2.09969 -0.66679 -1.60724 -0.43
N 1.76706 2.23245 -1.34298 -0.29
P 0.17658 0.17108 -0.10255 -0.05
S 1.51458 -1.37105 4.19990 0.23
H -2.09772 -0.37022 0.62526 0.35
H -2.06562 1.06217 -0.48425 0.32
H -0.40743 2.26585 -1.24739 0.31
H 0.34008 0.99615 -2.35712 0.40
H 0.86635 -2.47742 2.19060 0.28
H -0.48220 -2.26918 3.28599 0.32
H -2.09513 -1.65324 -1.55003 0.35
H -1.53487 -0.32274 -2.29782 0.27
H -3.16368 -0.31101 -1.67150 0.43
H 2.47653 1.62362 -0.99138 0.32
H 2.02111 2.64923 -2.30004 0.38
H 1.39481 2.91537 -0.71270 0.39
H 0.64545 -1.41231 5.20572 0.27
```

***

no.,calculated total energy (a.u.)
1,-306.668906
2,-306.571117
3,-306.581372
4,-306.550714
5,-704.727445
6,-1102.997952
7,-1102.964755
8,-970.381492